DFT (the ωB97M-V functional and the def2-TZVPD basis) results for a 9-piece molecular cluster, C25H40N4O25P overall in a non-equilibrium geometry.

Results
Strongest force on any atom ... 6.81 eV/A
Relative energy (zero: lowest compared OMol25 entry of this formula, charge and spin) ... 47.9 kcal per mole

```
! RIJCOSX wB97M-V def2-TZVPD def2/J DEFGRID3
* xyz 1 1
N -0.148 0.095 0.491
N -0.987 0.547 1.521
C -2.343 0.884 0.865
N -2.717 2.348 0.847
N -3.153 -0.121 0.385
P -4.753 0.180 -0.368
O -4.738 -0.062 -1.962
H -0.497 -0.870 0.256
H -0.410 0.697 -0.334
H -1.138 -0.236 2.195
H -3.266 2.625 0.006
H -3.142 2.677 1.741
H -2.807 -1.112 0.471
H -5.250 1.534 -0.104
H -5.691 -0.724 0.293
C 4.117 0.173 -1.449
C 3.892 -1.293 -1.267
O 2.482 -1.410 -1.278
C 1.999 -0.326 -1.954
O 0.837 -0.191 -2.299
O 2.986 0.586 -2.193
H 5.040 0.388 -1.994
H 4.131 0.715 -0.497
H 4.302 -1.884 -2.093
H 4.304 -1.664 -0.325
C -4.435 2.849 -4.552
C -4.315 1.431 -5.007
O -4.665 1.497 -6.376
C -4.429 2.778 -6.785
O -4.461 3.146 -7.947
O -4.153 3.591 -5.724
H -3.725 3.094 -3.758
H -5.447 3.095 -4.213
H -3.291 1.050 -4.921
H -4.989 0.762 -4.465
C 1.959 -5.805 -3.112
C 1.418 -4.539 -3.693
O 2.266 -3.544 -3.154
C 3.441 -4.158 -2.828
O 4.457 -3.569 -2.496
O 3.332 -5.515 -2.924
H 1.832 -6.659 -3.782
H 1.513 -6.044 -2.141
H 1.494 -4.515 -4.785
H 0.378 -4.361 -3.405
C 0.217 4.826 4.121
C -0.008 3.360 4.302
O -1.418 3.243 4.291
C -1.901 4.327 3.616
O -3.063 4.462 3.271
O -0.914 5.239 3.377
H 1.140 5.042 3.576
H 0.231 5.368 5.073
H 0.402 2.769 3.477
H 0.404 2.989 5.244
C 0.048 7.402 8.518
C -0.523 6.589 9.635
O -0.864 5.368 9.007
C -0.081 5.261 7.894
O 0.010 4.256 7.210
O 0.588 6.426 7.648
H 0.825 8.091 8.860
H -0.719 7.969 7.980
H 0.210 6.389 10.423
H -1.405 7.056 10.081
C 7.079 -6.342 -0.442
C 5.811 -6.813 -1.077
O 5.639 -8.110 -0.539
C 6.325 -8.144 0.641
O 6.255 -9.052 1.453
O 7.097 -7.029 0.795
H 7.088 -5.260 -0.284
H 7.966 -6.626 -1.017
H 4.949 -6.197 -0.798
H 5.881 -6.851 -2.168
C -5.150 6.497 -5.600
C -5.321 7.297 -6.850
O -5.817 8.536 -6.378
C -5.423 8.650 -5.075
O -5.533 9.667 -4.410
O -4.891 7.480 -4.616
H -4.319 5.789 -5.669
H -6.059 5.952 -5.324
H -4.372 7.471 -7.368
H -6.027 6.837 -7.546
C 2.782 -9.246 3.792
C 2.946 -9.328 2.309
O 1.829 -8.612 1.817
C 1.440 -7.756 2.807
O 0.615 -6.869 2.666
O 2.095 -8.022 3.975
H 3.741 -9.234 4.317
H 2.167 -10.060 4.191
H 3.862 -8.838 1.961
H 2.935 -10.360 1.946
*
```

Computed Mulliken charges, given in elementary charges: N -0.296; N -0.245; C 0.095; N -0.323; N -0.157; P 0.191; O -0.491; H 0.235; H 0.310; H 0.373; H 0.254; H 0.356; H 0.319; H 0.192; H 0.178; C -0.384; C -0.316; O -0.308; C 0.782; O -0.663; O -0.331; H 0.304; H 0.247; H 0.355; H 0.389; C -0.295; C -0.220; O -0.315; C 0.580; O -0.545; O -0.272; H 0.303; H 0.271; H 0.228; H 0.248; C -0.369; C -0.391; O -0.232; C 0.639; O -0.626; O -0.253; H 0.294; H 0.287; H 0.259; H 0.321; C 0.052; C -0.290; O -0.320; C 0.719; O -0.630; O -0.341; H 0.312; H -0.078; H 0.230; H 0.360; C -0.284; C -0.330; O -0.289; C 0.618; O -0.530; O -0.305; H 0.276; H 0.268; H 0.267; H 0.300; C -0.350; C 0.086; O -0.306; C 0.636; O -0.567; O -0.310; H 0.274; H 0.268; H 0.058; H 0.228; C 0.052; C -0.304; O -0.306; C 0.610; O -0.550; O -0.331; H 0.147; H 0.131; H 0.281; H 0.294; C -0.357; C 0.097; O -0.320; C 0.647; O -0.580; O -0.317; H 0.308; H 0.259; H -0.089; H 0.329

DFT (the ωB97M-V functional and the def2-TZVPD basis) results for a 16-piece molecular cluster, C30H33Cl45F9NO8S2 overall in a non-equilibrium geometry.

Results
Strongest force on any atom ... 3.46 eV/A
E ... -24223.31085 a.u.

```
! RIJCOSX wB97M-V def2-TZVPD def2/J DEFGRID3
* xyz 0 1
O -1.078 1.227 0.974
C -2.152 1.497 1.330
O -2.949 0.544 1.914
C -2.739 2.894 1.221
C -2.167 3.671 0.021
C -2.764 3.187 -1.323
C -1.881 2.200 -2.058
N -0.453 2.564 -2.256
C 0.068 1.638 -3.227
O 1.179 1.645 -3.583
C -1.117 0.716 -3.703
C -0.957 0.045 -5.072
C 0.323 -0.839 -5.075
C -0.005 -2.371 -5.092
S -0.191 -2.951 -3.416
O -1.420 -2.508 -2.815
O 0.925 -2.538 -2.636
O -0.190 -4.566 -3.410
C -2.248 1.740 -3.491
S -3.943 1.345 -3.931
O -4.006 1.277 -5.359
O -4.795 2.408 -3.482
C -4.504 -0.320 -3.344
F -3.689 -1.273 -3.717
F -5.643 -0.553 -3.980
C -4.778 -0.453 -1.817
F -4.611 -1.739 -1.515
F -3.904 0.226 -1.053
C -6.225 -0.091 -1.353
F -6.997 -1.157 -1.567
F -6.760 0.950 -1.980
C -6.317 0.209 0.178
F -5.785 -0.763 0.877
F -5.837 1.375 0.498
F -7.604 0.231 0.482
H -2.994 -0.232 1.337
H -2.546 3.406 2.171
H -3.833 2.830 1.141
H -2.383 4.728 0.175
H -1.082 3.510 0.015
H -3.064 4.021 -1.973
H -3.705 2.684 -1.070
H -1.771 1.263 -1.492
H -0.477 3.513 -2.636
H -1.079 -0.102 -2.959
H -1.824 -0.599 -5.249
H -0.905 0.791 -5.873
H 0.940 -0.529 -5.944
H 0.954 -0.696 -4.192
H -0.833 -2.622 -5.760
H 0.889 -2.864 -5.496
H -0.503 -4.853 -2.523
H -1.975 2.584 -4.144
C -6.908 -1.642 4.052
Cl -8.459 -2.040 4.796
Cl -6.418 0.001 4.470
Cl -5.669 -2.804 4.534
H -7.024 -1.697 2.977
C -0.815 1.675 5.108
Cl -1.042 1.246 6.807
Cl -2.067 2.808 4.582
Cl 0.787 2.361 4.846
H -0.903 0.774 4.514
C -0.832 -5.682 0.613
Cl -0.721 -7.256 -0.183
Cl 0.773 -5.053 0.970
Cl -1.735 -4.543 -0.394
H -1.365 -5.809 1.546
C -2.143 8.089 0.017
Cl -0.573 8.884 -0.120
Cl -2.302 6.830 -1.207
Cl -2.359 7.414 1.634
H -2.918 8.827 -0.150
C 2.964 -2.952 -8.397
Cl 4.511 -2.146 -8.651
Cl 3.061 -4.076 -7.039
Cl 1.682 -1.764 -8.126
H 2.720 -3.515 -9.289
C 5.698 -6.654 -9.196
Cl 5.409 -7.024 -7.496
Cl 4.477 -5.531 -9.808
Cl 7.317 -5.993 -9.424
H 5.623 -7.574 -9.761
C 2.588 7.031 -0.192
Cl 2.240 5.591 -1.153
Cl 2.907 6.597 1.489
Cl 3.946 7.929 -0.876
H 1.714 7.669 -0.214
C 4.683 -6.257 1.625
Cl 4.188 -4.595 1.286
Cl 4.996 -6.473 3.348
Cl 3.459 -7.401 1.066
H 5.602 -6.453 1.087
C -8.289 1.027 -5.418
Cl -8.012 2.415 -6.471
Cl -9.925 1.065 -4.753
Cl -8.003 -0.484 -6.287
H -7.587 1.082 -4.595
C 2.820 5.203 7.369
Cl 4.195 4.161 7.753
Cl 2.985 5.874 5.744
Cl 1.305 4.315 7.524
H 2.810 6.023 8.076
C 5.542 5.932 11.040
Cl 5.310 5.502 12.737
Cl 4.281 7.051 10.503
Cl 7.142 6.628 10.785
H 5.467 5.030 10.448
C -6.605 5.981 -1.952
Cl -7.149 7.615 -1.563
Cl -5.871 5.931 -3.556
Cl -5.468 5.398 -0.733
H -7.467 5.326 -1.953
C 6.127 1.350 11.877
Cl 6.224 -0.215 11.067
Cl 7.740 1.992 12.191
Cl 5.182 2.490 10.914
H 5.625 1.211 12.826
C 9.201 -7.076 2.756
Cl 8.299 -7.240 1.245
Cl 8.307 -6.100 3.919
Cl 9.569 -8.667 3.431
H 10.136 -6.576 2.539
C 12.003 -11.391 3.998
Cl 13.566 -10.577 3.905
Cl 11.870 -12.635 2.754
Cl 11.752 -12.081 5.603
H 11.230 -10.654 3.823
*
```

Mulliken population analysis, charges in e, atoms 1 to 99: O -0.537; C 0.563; O -0.416; C -0.164; C 0.008; C 0.310; C -0.256; N -0.238; C 0.334; O -0.602; C 0.119; C -0.820; C -0.717; C -0.575; S 1.030; O -0.290; O -0.648; O -0.448; C -0.110; S 1.708; O -0.759; O -0.459; C 0.504; F -0.140; F -0.151; C 0.604; F -0.382; F -0.290; C 0.569; F -0.297; F -0.188; C 0.502; F -0.229; F -0.144; F -0.299; H 0.327; H 0.195; H 0.016; H -0.851; H 0.562; H 0.560; H -0.355; H -0.545; H 0.395; H 0.069; H 0.285; H 0.510; H 0.175; H 0.554; H 0.550; H 0.043; H 0.227; H 0.263; C 0.456; Cl -0.140; Cl -0.120; Cl -0.136; H -0.076; C 0.137; Cl -0.139; Cl -0.144; Cl -0.089; H 0.243; C -0.113; Cl -0.128; Cl -0.032; Cl -0.062; H 0.360; C -0.078; Cl -0.160; Cl -0.054; Cl -0.129; H 0.370; C 0.004; Cl -0.099; Cl -0.089; Cl -0.120; H 0.293; C 0.012; Cl -0.114; Cl -0.089; Cl -0.120; H 0.321; C 0.704; Cl -0.086; Cl -0.090; Cl -0.133; H -0.362; C 0.348; Cl -0.127; Cl -0.119; Cl -0.115; H -0.002; C 0.840; Cl -0.135; Cl -0.143; Cl -0.146; H -0.473; C 0.149

DFT (the ωB97M-V functional and the def2-TZVPD basis) results for a 2-piece molecular cluster, C4H9N2 overall in a non-equilibrium geometry.

Results
Strongest force on any atom ... 4.91 eV/A
Relative energy (zero: lowest compared OMol25 entry of this formula, charge and spin) ... 152.7 kcal per mole

```
! RIJCOSX wB97M-V def2-TZVPD def2/J DEFGRID3
* xyz 1 1
C -0.920 -0.660 0.160
C 1.778 0.363 -1.150
C 1.702 1.361 -0.120
C -1.364 -0.155 1.399
N 1.296 -0.022 0.069
N -1.597 -1.367 -0.761
H 1.015 0.228 -1.861
H 2.752 -0.100 -1.463
H 2.565 1.451 0.536
H 1.034 2.238 -0.283
H -2.518 0.073 1.598
H -1.066 -0.700 2.294
H -0.983 0.832 1.541
H -2.504 -1.629 -0.447
H -1.191 -1.912 -1.513
*
```

Computed natural (NBO) charges, given in elementary charges: C 0.561; C -0.311; C -0.312; C -0.823; N -0.148; N -0.699; H 0.236; H 0.237; H 0.260; H 0.257; H 0.268; H 0.322; H 0.286; H 0.418; H 0.448

DFT (the ωB97M-V functional and the def2-TZVPD basis) results for C4H5CsMgO as an isolated structure in a non-equilibrium geometry.

Results
Strongest force on any atom ... 5.93 eV/A
Relative energy (zero: lowest compared OMol25 entry of this formula, charge and spin) ... 51.7 kcal per mole
Expectation value of S² ... 0.76

```
! RIJCOSX wB97M-V def2-TZVPD def2/J DEFGRID3
* xyz 1 2
C -1.643 1.167 1.300
C -1.012 0.011 1.375
C -0.323 -1.066 1.669
H -2.217 1.433 0.407
H -1.696 1.837 2.162
H 0.767 -1.073 1.581
H -0.810 -1.937 2.111
O 1.437 0.182 -2.279
C 0.951 -0.997 -2.367
Mg 0.651 2.369 0.252
Cs 4.056 -0.933 -3.977
H -0.161 -0.993 -2.235
*
```

Computed natural (NBO) charges, given in elementary charges: C -0.582; C 0.103; C -0.490; H 0.241; H 0.250; H 0.231; H 0.248; O -0.538; C 0.185; Mg 0.215; Cs 0.988; H 0.150

Q: The lowest strongest force on any atom belongs to which entry?
A: C30H33Cl45F9NO8S2

Q: Look up the strongest force on any atom of the third one.
A: 4.91 eV/A